1.
{"formula": "C17H36FN4O3SSi", "method": "wB97M-V/def2-TZVPD", "symbols": ["C", "C", "C", "C", "C", "N", "C", "N", "C", "C", "C", "N", "N", "Si", "C", "C", "C", "C", "F", "O", "H", "H", "H", "H", "H", "H", "H", "H", "H", "H", "H", "H", "H", "H", "H", "H", "H", "H", "H", "H", "H", "H", "H", "H", "H", "H", "H", "H", "C", "C", "C", "S", "O", "O", "C", "H", "H", "H", "H", "H", "H", "H", "H"], "coordinates": [[-1.60, 0.47, 1.24], [-1.33, -1.00, 0.84], [-1.58, -1.32, -0.65], [-2.13, -2.77, -0.72], [-0.32, -1.20, -1.56], [0.89, -0.74, -0.84], [1.51, 0.38, -1.29], [2.45, 0.85, -0.50], [3.25, 2.07, -0.67], [4.68, 1.76, -0.24], [5.88, 1.73, -1.16], [4.81, 1.52, 0.99], [1.14, 1.05, -2.45], [2.03, 0.54, -3.94], [3.83, 1.11, -3.98], [1.21, 1.41, -5.41], [2.07, -1.32, -4.27], [-0.30, 0.87, -2.59], [-0.90, 1.45, -1.52], [-0.59, -0.47, -2.73], [-0.66, 1.01, 1.37], [-2.22, 0.97, 0.50], [-2.15, 0.49, 2.18], [-2.06, -1.57, 1.39], [-0.36, -1.33, 1.20], [-2.39, -0.69, -1.03], [-3.21, -2.78, -0.62], [-1.82, -3.31, -1.62], [-1.74, -3.33, 0.13], [-0.12, -2.22, -1.89], [1.55, -1.49, -0.65], [2.64, 0.33, 0.35], [3.14, 2.54, -1.63], [2.87, 2.78, 0.07], [6.74, 2.12, -0.61], [6.15, 0.70, -1.41], [5.73, 2.26, -2.09], [5.79, 1.34, 1.20], [3.92, 2.17, -3.79], [4.17, 0.90, -4.99], [4.40, 0.50, -3.28], [1.98, 1.81, -6.06], [0.57, 0.73, -5.98], [0.61, 2.26, -5.07], [1.47, -1.93, -3.60], [1.70, -1.47, -5.28], [3.10, -1.66, -4.25], [-0.68, 1.37, -3.47], [-4.92, -1.61, 5.85], [-4.60, -0.30, 6.59], [-3.42, 0.36, 5.86], [-3.52, -0.18, 4.15], [-2.37, -1.00, 3.86], [-3.90, 0.93, 3.32], [-4.94, -1.25, 4.37], [-5.87, -2.03, 6.17], [-4.14, -2.35, 6.05], [-5.47, 0.36, 6.55], [-4.36, -0.48, 7.63], [-3.48, 1.44, 5.89], [-2.46, 0.03, 6.26], [-4.84, -2.12, 3.71], [-5.83, -0.68, 4.11]], "charge": 1}



2.
{"formula": "C5H12O", "method": "wB97M-V/def2-TZVPD", "symbols": ["C", "O", "C", "C", "C", "C", "H", "H", "H", "H", "H", "H", "H", "H", "H", "H", "H", "H"], "coordinates": [[-0.23, -0.17, -1.99], [-0.64, 0.72, -1.01], [-0.04, 0.65, 0.14], [-0.44, -1.69, 0.29], [1.46, 0.56, 0.21], [-0.78, 1.27, 1.28], [-0.26, -1.20, -0.94], [0.81, -0.04, -2.31], [-0.94, -0.12, -2.82], [-0.40, -2.73, -0.08], [0.27, -1.64, 1.12], [-1.45, -1.53, 0.66], [1.87, -0.25, -0.39], [1.90, 1.51, -0.14], [1.77, 0.42, 1.25], [-0.34, 2.23, 1.57], [-1.83, 1.41, 1.01], [-0.73, 0.60, 2.15]], "e_above_lowest_kcal_mol": 102.2}



3.
{"formula": "C11H12N2O5", "method": "wB97M-V/def2-TZVPD", "symbols": ["N", "C", "O", "C", "C", "O", "N", "C", "O", "C", "C", "O", "O", "C", "C", "C", "C", "C", "H", "H", "H", "H", "H", "H", "H", "H", "H", "H", "H", "H"], "coordinates": [[0.32, -1.58, -2.63], [0.70, -0.41, -2.08], [0.96, 0.48, -2.89], [0.76, -0.35, -0.50], [2.16, -0.78, 0.08], [3.30, -0.64, -0.39], [1.91, -1.60, 1.12], [0.59, -1.86, 1.26], [0.28, -2.98, 1.61], [-0.26, -1.03, 0.37], [-1.45, -1.91, -0.07], [-1.86, -1.96, -1.19], [-2.27, -2.24, 0.99], [-0.15, 0.48, 0.33], [-1.28, 1.37, -0.28], [-0.85, 2.79, 0.10], [0.31, 2.65, 1.09], [0.36, 1.25, 1.55], [0.04, -2.26, -2.01], [0.22, -1.62, -3.62], [2.43, -2.42, 1.18], [-3.00, -2.68, 0.57], [-2.23, 1.12, 0.19], [-1.38, 1.21, -1.32], [-1.59, 3.55, 0.44], [-0.38, 3.24, -0.80], [1.31, 2.77, 0.60], [0.31, 3.39, 1.90], [-0.51, 1.18, 2.28], [1.27, 0.83, 2.12]], "smiles": "NC(=O)[C@]12C(=O)NC(=O)[C@@]1(C(=O)O)C21CCCC1", "e_above_lowest_kcal_mol": 35.4}



4.
{"formula": "CH2NO3S", "method": "wB97M-V/def2-TZVPD", "symbols": ["C", "N", "O", "O", "O", "S", "H", "H"], "coordinates": [[-1.83, 1.47, 0.38], [-0.14, 0.52, 0.24], [0.13, 0.47, -1.18], [-2.56, 0.89, 1.13], [-1.76, 2.41, -0.36], [-0.18, -1.00, 1.05], [-1.45, -1.10, 1.52], [-0.47, 1.24, -1.44]], "e_above_lowest_kcal_mol": 54.3, "charge": -1}



5.
{"formula": "C4H13N2O", "method": "wB97M-V/def2-TZVPD", "symbols": ["C", "C", "C", "C", "N", "N", "O", "H", "H", "H", "H", "H", "H", "H", "H", "H", "H", "H", "H", "H"], "coordinates": [[0.33, -1.97, 0.17], [3.27, 1.11, -0.17], [-3.15, 0.17, -0.54], [1.15, -0.20, 0.06], [2.47, -0.13, -0.03], [-2.26, 0.75, 0.47], [0.35, 0.71, 0.06], [0.95, -2.70, -0.51], [-0.66, -1.83, -0.13], [0.39, -2.34, 1.14], [3.83, 1.29, 0.79], [3.84, 0.97, -0.99], [2.61, 2.04, -0.06], [-2.75, -0.89, -0.74], [-4.13, 0.26, -0.21], [-3.28, 0.67, -1.52], [3.17, -0.79, 0.22], [-2.47, 1.73, 0.69], [-2.31, 0.21, 1.32], [-1.36, 0.95, 0.00]], "e_above_lowest_kcal_mol": 78.0, "charge": 1}



6.
{"formula": "C7H11NO", "method": "wB97M-V/def2-TZVPD", "symbols": ["C", "C", "C", "C", "C", "C", "C", "H", "H", "H", "H", "H", "H", "H", "H", "H", "H", "H", "N", "O"], "coordinates": [[-1.10, -0.12, -0.36], [-0.38, -1.11, 0.20], [0.99, -0.87, 1.19], [0.70, -1.31, -0.77], [0.91, 0.98, -0.42], [0.38, 2.23, 0.15], [-0.53, 1.02, 0.24], [-3.18, -0.70, -0.11], [-1.33, -0.22, -1.49], [-0.93, -1.88, 0.43], [1.35, -1.92, 1.45], [0.75, -0.14, 1.98], [1.15, -2.29, -0.59], [0.38, -1.17, -1.97], [0.93, 1.15, -1.61], [0.52, 2.82, -0.87], [0.43, 2.74, 1.10], [-0.44, 0.95, 1.39], [1.82, -0.15, -0.11], [-2.43, -0.01, 0.18]], "e_above_lowest_kcal_mol": 233.1}



One value per record, in order, for lowest unoccupied orbital energy: -0.1030 0.0322 0.0063 0.1396 -0.1156 0.0296 Ha.
One value per record, in order, for orbital gap: 0.3494 0.3042 0.3735 0.2553 0.3679 0.3295 Ha.
One value per record, in order, for HOMO: -12.3 -7.4 -10.0 -3.1 -13.2 -8.2 eV.